# 1
{"formula": "CHN2O5S", "method": "ωB97M-V with the def2-TZVPD basis set", "symbols": ["C", "N", "N", "O", "O", "O", "O", "O", "S", "H"], "positions_angstrom": [[-1.11808, -0.05889, -1.12027], [1.24695, -0.29448, -1.00100], [-0.07425, -0.43030, -1.61277], [0.49560, -0.21899, 2.55807], [-2.15131, 0.47094, -1.12308], [0.07902, 1.34645, 0.66115], [1.28494, -0.86839, 0.25621], [-1.10850, -0.74173, 0.94490], [0.12013, 0.01892, 1.22877], [1.22551, 0.77647, -0.79198]], "mulliken_charge": [0.824, -0.236, -0.432, -0.677, -0.473, -0.650, -0.275, -0.631, 1.204, 0.347], "multiplicity": 1, "e_homo_ev": -5.8, "orbital_gap_ev": 9.750, "smiles": "O=C=NNOS(=O)(=O)[O-]", "total_charge": -1}

# 2
{"formula": "C4H8O3S", "method": "ωB97M-V with the def2-TZVPD basis set", "symbols": ["C", "C", "C", "C", "H", "H", "H", "H", "H", "H", "H", "H", "O", "O", "O", "S"], "positions_angstrom": [[1.14995, -0.32995, 0.35925], [0.92638, 1.03191, -0.25042], [-0.57426, 1.13135, -0.70574], [-0.18158, -0.76317, 1.10942], [0.72521, -1.82415, -0.93426], [1.93498, -0.31173, 1.10728], [1.08371, 1.93002, 0.35140], [1.56957, 0.97973, -1.09994], [-0.76979, 1.25885, -1.82672], [-1.08442, 1.88918, -0.07271], [-0.24490, -1.78182, 1.51812], [-0.31069, -0.04710, 1.89747], [1.47774, -1.38938, -0.50542], [-2.77994, -0.17553, 0.49671], [-1.42468, -1.26090, -1.29466], [-1.49729, -0.33731, -0.14975]], "mulliken_charge": [0.046, -0.629, -0.594, -0.953, 0.391, 0.413, 0.327, 0.331, 0.348, 0.312, 0.381, 0.377, -0.549, -0.641, -0.648, 1.087], "multiplicity": 1, "e_homo_ev": -10.4, "orbital_gap_ev": 11.037, "smiles": "O=S1(=O)CC[C@H](O)C1", "total_charge": 0}

# 3
{"formula": "C5H9NO2", "method": "ωB97M-V with the def2-TZVPD basis set", "symbols": ["C", "C", "C", "C", "C", "H", "H", "H", "H", "H", "H", "H", "H", "H", "N", "O", "O"], "positions_angstrom": [[1.55670, -0.44351, -0.17957], [0.24209, -0.15040, -1.09548], [-1.95024, -0.19230, -0.27389], [-0.91052, 0.71386, 0.60786], [0.18734, -0.23998, 0.40045], [1.75318, 1.59152, 0.15160], [3.13226, 0.76306, -0.99167], [1.96575, -1.28729, 0.38832], [0.06279, 0.73329, -1.72460], [-2.31652, -0.93201, 0.37585], [-2.72009, 0.23352, -1.20713], [-1.24668, 0.42927, 1.71445], [-0.36604, 1.70392, 0.35502], [-0.54295, -1.12372, 1.96898], [2.38932, 0.67107, -0.12626], [-0.94195, -1.05454, -1.27247], [-0.29443, -1.41575, 0.90854]], "mulliken_charge": [-0.434, -0.108, -0.259, -0.485, 0.228, 0.297, 0.278, 0.373, 0.298, 0.328, 0.230, 0.151, 0.280, 0.356, -0.504, -0.485, -0.545], "multiplicity": 1, "e_homo_ev": -8.4, "orbital_gap_ev": 9.052, "smiles": "N[C@@H]1[C@H]2OCC[C@]12O", "total_charge": 0}

# 4
{"formula": "C35H42GeIrO3Sb2", "method": "ωB97M-V with the def2-TZVPD basis set", "symbols": ["Ir", "C", "Sb", "C", "C", "C", "C", "C", "C", "C", "C", "C", "Sb", "C", "C", "H", "H", "H", "H", "H", "H", "H", "H", "H", "H", "H", "H", "H", "H", "H", "H", "H", "H", "H", "H", "C", "C", "C", "O", "C", "O", "O", "H", "H", "H", "H", "H", "H", "H", "C", "Ge", "C", "C", "C", "C", "C", "C", "C", "C", "C", "C", "C", "C", "C", "C", "C", "C", "C", "C", "H", "H", "H", "H", "H", "H", "H", "H", "H", "H", "H", "H", "H", "H", "H"], "positions_angstrom": [[-0.85425, 0.65749, 0.60349], [-0.53271, 0.28987, 4.10001], [-1.54071, 1.81139, 2.93735], [-3.23976, 1.89246, 4.30103], [-0.41956, 3.56238, 3.69224], [0.80311, 3.08011, 4.36309], [0.75413, 2.85730, 5.74003], [1.82623, 2.33234, 6.43290], [2.99179, 2.02625, 5.75105], [3.06285, 2.25721, 4.39174], [1.98689, 2.77457, 3.67195], [2.15376, 2.97436, 2.21557], [1.83987, 1.18884, 0.97350], [3.45302, -0.05060, 1.75304], [2.94420, 2.00927, -0.68204], [-0.40474, 0.58849, 5.13505], [0.44439, 0.09117, 3.66464], [-1.12369, -0.62004, 4.05191], [-2.87517, 1.90280, 5.32228], [-3.85536, 1.01371, 4.14614], [-3.83659, 2.77824, 4.11525], [-1.08855, 4.06663, 4.38892], [-0.23384, 4.21382, 2.84341], [-0.14829, 3.11501, 6.27979], [1.75641, 2.16751, 7.49836], [3.84063, 1.61109, 6.27474], [3.97958, 2.03284, 3.86391], [3.17996, 3.25869, 1.98229], [1.47429, 3.70756, 1.79180], [4.40028, 0.47149, 1.68904], [3.49998, -0.95297, 1.15552], [3.25764, -0.31967, 2.78451], [3.97366, 2.18375, -0.38293], [2.47536, 2.94703, -0.96264], [2.91306, 1.32498, -1.52268], [-1.97349, 2.16457, -2.39955], [-0.52831, 2.53314, -2.07499], [0.18517, 3.19590, -3.24553], [0.18760, 1.37528, -1.64808], [-0.60414, 3.51522, -0.83945], [-0.68345, 4.70903, -1.03965], [-0.61308, 2.92932, 0.28406], [-2.02108, 1.47208, -3.24182], [-2.53706, 3.06450, -2.63525], [-2.40549, 1.67273, -1.51670], [-0.02527, 2.67501, -4.17976], [1.25832, 3.19441, -3.06099], [-0.15168, 4.22588, -3.32201], [0.08094, 0.66846, -2.29959], [-1.28089, -1.20472, -0.19309], [-0.94743, -2.38235, -1.62886], [-2.28061, -1.84848, -3.02655], [-3.52790, -1.47574, -2.54211], [-4.52271, -1.02936, -3.38999], [-4.27340, -0.95117, -4.75042], [-3.03506, -1.31912, -5.24716], [-2.04112, -1.76696, -4.38912], [0.96543, -2.09591, -2.14355], [1.93172, -2.69726, -1.34713], [3.27495, -2.41470, -1.51385], [3.67535, -1.50897, -2.48417], [2.72393, -0.90158, -3.28576], [1.38105, -1.19295, -3.11189], [-1.14968, -4.33841, -1.27184], [-0.97915, -5.24762, -2.30560], [-1.16476, -6.60173, -2.09487], [-1.52217, -7.06155, -0.83799], [-1.68044, -6.16431, 0.20492], [-1.49388, -4.81041, -0.01413], [-3.69904, -1.53049, -1.47505], [-5.48097, -0.73072, -2.98760], [-5.04759, -0.60629, -5.42215], [-2.84064, -1.25639, -6.30938], [-1.07873, -2.05929, -4.78844], [1.61858, -3.40456, -0.58999], [4.01368, -2.89851, -0.88835], [4.72489, -1.28265, -2.61522], [3.03250, -0.19685, -4.04674], [0.64786, -0.73204, -3.76291], [-0.69466, -4.88825, -3.28667], [-1.03496, -7.30096, -2.91009], [-1.67630, -8.11783, -0.67094], [-1.95303, -6.52188, 1.18833], [-1.61165, -4.10091, 0.79341]], "mulliken_spin": [2.029, 0.014, 0.026, 0.052, 0.060, 0.011, 0.000, -0.001, 0.006, -0.004, -0.011, 0.043, 0.232, 0.045, 0.023, 0.004, -0.008, -0.001, 0.002, -0.003, 0.002, 0.003, -0.001, 0.000, 0.000, 0.000, 0.001, 0.005, -0.004, 0.004, -0.005, 0.000, 0.006, -0.005, -0.006, 0.032, -0.031, 0.021, 0.220, -0.028, 0.011, 0.089, -0.002, 0.001, 0.005, -0.001, 0.000, 0.000, -0.031, 2.022, -0.038, -0.002, 0.039, 0.019, 0.004, 0.002, -0.006, 0.078, 0.019, 0.012, 0.006, 0.000, -0.015, 0.009, 0.005, 0.003, 0.000, 0.017, 0.023, -0.013, 0.001, 0.000, 0.000, 0.002, -0.003, 0.001, 0.000, 0.000, -0.001, -0.001, 0.000, 0.000, 0.001, 0.011], "multiplicity": 6, "e_homo_ev": [-6.8, -8.4], "orbital_gap_ev": [7.250, 6.760], "total_charge": 0}

# 5
{"formula": "C49H48As2N2O2PdS2", "method": "ωB97M-V with the def2-TZVPD basis set", "symbols": ["Pd", "O", "S", "C", "C", "C", "C", "S", "O", "C", "C", "C", "C", "C", "C", "C", "C", "C", "C", "C", "C", "H", "H", "H", "H", "H", "H", "H", "H", "H", "H", "H", "H", "H", "H", "H", "H", "H", "H", "C", "C", "As", "C", "C", "C", "C", "C", "C", "C", "C", "C", "C", "C", "C", "As", "C", "C", "C", "C", "C", "C", "C", "C", "C", "C", "C", "C", "H", "H", "H", "H", "H", "H", "H", "H", "H", "H", "H", "H", "H", "H", "H", "H", "H", "H", "H", "H", "H", "H", "H", "H", "N", "C", "N", "C", "C", "C", "C", "C", "C", "H", "H", "H", "H", "H", "H"], "positions_angstrom": [[0.06031, -0.27475, -0.36056], [2.32338, -0.11648, -0.53213], [3.07501, 1.01946, 0.17438], [3.48357, 0.41972, 1.82900], [3.95660, -1.02716, 1.93393], [2.83680, -2.07427, 1.96622], [1.87710, -1.89405, 3.15777], [0.19823, -1.59226, 2.59681], [0.28080, -0.26643, 1.82576], [-0.57332, -1.17045, 4.12966], [-1.42550, -2.09649, 4.71124], [-2.02483, -1.78209, 5.92385], [-1.78049, -0.55476, 6.52035], [-0.93582, 0.37137, 5.91625], [-0.32246, 0.06744, 4.71297], [4.68345, 1.00368, -0.56900], [5.09892, -0.08773, -1.31912], [6.36666, -0.06113, -1.88187], [7.19319, 1.03764, -1.68797], [6.75949, 2.12366, -0.93993], [5.49120, 2.11600, -0.37927], [2.57562, 0.60328, 2.40607], [4.24689, 1.12160, 2.17074], [4.54563, -1.11524, 2.85108], [4.64243, -1.25836, 1.11581], [3.29625, -3.06101, 2.02845], [2.28965, -2.04807, 1.02085], [2.14486, -1.05728, 3.80640], [1.79930, -2.78531, 3.78267], [-1.61905, -3.04726, 4.23103], [-2.68719, -2.49352, 6.39706], [-2.25335, -0.31415, 7.46270], [-0.75217, 1.32799, 6.38620], [0.32716, 0.78316, 4.22502], [4.43492, -0.92700, -1.46923], [6.71113, -0.89989, -2.47141], [8.18138, 1.04954, -2.12718], [7.40492, 2.98012, -0.80123], [5.12773, 2.96621, 0.18473], [-1.55711, 2.05813, -2.27619], [-1.65504, 0.58743, -2.69977], [-2.40486, -0.47714, -1.23153], [-2.89234, -2.12905, -2.09695], [-3.98953, -2.84753, -1.63012], [-4.29816, -4.07673, -2.19588], [-3.51425, -4.58729, -3.22257], [-2.42125, -3.86867, -3.68894], [-2.10452, -2.64140, -3.12405], [-4.06678, 0.37298, -0.79662], [-4.35172, 0.66017, 0.53296], [-5.53622, 1.30795, 0.85585], [-6.42170, 1.66918, -0.14878], [-6.13471, 1.38132, -1.47758], [-4.95575, 0.73118, -1.80761], [-0.53792, 2.15701, -0.60141], [-1.67773, 2.94782, 0.72308], [-2.53268, 3.99863, 0.40738], [-3.36248, 4.52384, 1.38603], [-3.33342, 4.00636, 2.67408], [-2.47305, 2.96391, 2.99099], [-1.64344, 2.42903, 2.01524], [0.83738, 3.44991, -0.97260], [1.12186, 4.45881, -0.06332], [2.19679, 5.30705, -0.29963], [2.98300, 5.13751, -1.43071], [2.70026, 4.12044, -2.33462], [1.62841, 3.27208, -2.10506], [-2.54434, 2.49753, -2.12717], [-1.02559, 2.65350, -3.01820], [-0.64290, 0.17467, -2.84031], [-2.19535, 0.45981, -3.63923], [-4.61292, -2.43868, -0.84281], [-5.15930, -4.62927, -1.84448], [-3.76501, -5.54001, -3.66916], [-1.81671, -4.25891, -4.49745], [-1.24609, -2.09370, -3.49659], [-3.64853, 0.39002, 1.31256], [-5.76331, 1.53346, 1.88902], [-7.34311, 2.17673, 0.10316], [-6.83136, 1.65942, -2.25680], [-4.73995, 0.49680, -2.84389], [-2.55169, 4.41156, -0.59489], [-4.02971, 5.34034, 1.14517], [-3.98185, 4.42341, 3.43303], [-2.44927, 2.56551, 3.99733], [-0.97507, 1.60946, 2.24890], [0.50010, 4.59717, 0.81389], [2.41125, 6.10850, 0.39501], [3.81501, 5.80457, -1.61413], [3.31314, 3.99206, -3.21680], [1.41890, 2.47325, -2.80816], [-0.25362, -4.59585, -0.91905], [-0.49688, -3.41568, -0.32567], [0.27347, -2.45269, -0.77602], [1.07230, -3.04186, -1.75973], [2.03527, -2.47992, -2.59808], [2.63750, -3.31643, -3.51354], [2.30166, -4.67992, -3.60058], [1.34989, -5.24372, -2.77839], [0.74232, -4.39207, -1.86010], [-0.75509, -5.45247, -0.75132], [-1.25612, -3.29262, 0.43050], [2.29483, -1.43236, -2.51968], [3.38674, -2.92017, -4.18536], [2.80095, -5.29927, -4.33241], [1.08901, -6.29080, -2.84836]], "mulliken_spin": [1.288, 0.053, -0.006, -0.002, 0.004, -0.003, 0.008, 0.004, 0.110, 0.000, 0.001, 0.000, 0.001, 0.000, 0.007, 0.002, 0.003, 0.000, 0.000, 0.000, 0.000, 0.001, 0.001, 0.000, 0.000, 0.000, 0.001, -0.002, 0.001, 0.000, 0.000, 0.000, 0.000, 0.002, -0.003, 0.000, 0.000, 0.000, 0.000, -0.009, 0.084, 0.171, 0.032, 0.010, -0.005, 0.013, -0.004, 0.001, 0.061, 0.013, 0.002, -0.001, 0.002, -0.008, 0.170, 0.009, -0.012, 0.000, 0.000, 0.000, 0.006, -0.002, 0.008, -0.006, 0.012, -0.005, 0.014, 0.001, 0.006, -0.012, -0.002, 0.000, 0.000, 0.001, 0.000, 0.002, -0.001, 0.000, 0.000, 0.000, 0.000, 0.000, 0.000, 0.000, 0.000, -0.015, 0.001, 0.000, 0.000, 0.000, 0.006, 0.001, -0.002, -0.040, -0.018, 0.028, 0.002, 0.000, 0.000, 0.001, 0.001, 0.007, 0.007, 0.000, 0.000, 0.000], "multiplicity": 3, "e_homo_ev": [-12.2, -13.4], "orbital_gap_ev": [8.194, 6.932], "total_charge": 2}

# 6
{"formula": "C5H10O", "method": "ωB97M-V with the def2-TZVPD basis set", "symbols": ["C", "C", "C", "C", "C", "O", "H", "H", "H", "H", "H", "H", "H", "H", "H", "H"], "positions_angstrom": [[-0.68406, 1.40484, -0.85220], [-0.88237, 0.22118, 0.14040], [-1.64450, -0.96275, -0.45327], [0.51555, -0.10861, 0.41627], [2.62887, -0.32465, 1.18753], [2.89037, -1.42213, 0.73552], [-0.15749, 2.23201, -0.36980], [-1.65840, 1.75163, -1.20900], [-0.10041, 1.09098, -1.72482], [-1.32638, 0.64150, 1.05505], [-2.69232, -0.77032, -0.69705], [-1.59199, -1.81563, 0.23318], [-1.12194, -1.26133, -1.37060], [0.72078, -1.12468, 0.01969], [2.97592, 0.62046, 0.72391], [2.12839, -0.17250, 2.16519]], "mulliken_charge": [-1.241, 0.693, -1.428, -0.620, -0.054, -0.513, 0.351, 0.364, 0.344, 0.268, 0.379, 0.384, 0.336, 0.217, 0.260, 0.261], "multiplicity": 1, "e_homo_ev": -8.9, "orbital_gap_ev": 8.148, "total_charge": 0}